Record 1
Here is C9H6F5NO in the gas phase in a non-equilibrium geometry from OMol25. Energies are from wB97M-V/def2-TZVPD.

Geometry as XYZ:
```
22
Properties=species:S:1:pos:R:3:forces:R:3:mulliken_charge:R:1
F -0.25096 -4.10752 -0.91472 -0.194 3.096 0.782 -0.271
F 2.04939 -2.98357 -0.39338 -0.981 1.273 1.472 -0.293
F -2.59406 -2.73730 -0.06009 0.831 0.458 -0.232 -0.278
F 2.27628 -0.76811 1.27250 -1.456 -0.468 -0.485 -0.319
F -2.43082 -0.46678 1.31874 -0.767 0.284 0.224 -0.315
N 0.01140 2.13523 0.02530 -3.846 -0.870 -0.719 -0.560
O 0.67700 1.85408 1.23068 3.802 1.487 -1.351 -0.131
C 0.57087 2.31236 -1.11896 2.700 -1.192 4.067 0.027
C -0.23120 -2.80395 -0.36008 -1.274 -2.461 0.539 0.375
C 0.94329 -2.31609 0.14162 2.364 -1.894 -2.631 0.379
C -1.37204 -2.16833 0.08810 -1.309 0.363 0.987 0.250
C 1.00949 -1.19342 0.89640 2.652 1.196 0.751 0.346
C -1.30308 -0.99955 0.91906 1.628 -0.599 -1.125 0.357
C -0.06801 -0.42775 1.28585 -0.551 -1.188 0.333 -0.001
C -0.08628 2.40023 -2.42233 -0.324 -0.508 -1.441 -0.850
C 0.14792 0.86069 2.07428 -1.887 -0.483 -1.323 -0.644
H 1.64946 2.19388 -1.01269 0.455 0.312 -0.767 0.449
H 0.49912 1.75046 -3.21554 -1.297 1.396 1.645 0.241
H -1.11255 2.06426 -2.28119 -0.020 -0.423 -0.276 0.273
H -0.22777 3.42785 -2.78467 0.600 -0.182 -0.026 0.276
H 0.67634 0.76162 3.05132 0.185 0.243 -1.291 0.295
H -0.83379 1.21169 2.25979 -1.308 0.161 0.868 0.392
```
Forces are in eV/Å.

The molecular weight comes out at 239.14 g mol⁻¹. The spin multiplicity is 1. The LUMO energy comes out at 0.08 eV. The calculation puts the HOMO-LUMO gap at 9.552 eV. The SMILES is C/C=N/OCc1c(F)c(F)c(F)c(F)c1F.

Record 2
Here is C9H6FN3 in the gas phase in a non-equilibrium geometry from OMol25. Energies are from wB97M-V/def2-TZVPD.

Geometry as XYZ:
```
19
Properties=species:S:1:pos:R:3:forces:R:3:mulliken_charge:R:1
C -3.21669 -0.04763 -0.03208 2.716 -0.701 0.350 0.408
C -2.52056 -1.21182 0.28662 -1.932 -3.089 0.403 -0.226
C -1.13361 -1.28642 0.27195 1.555 0.078 1.582 -0.489
C -0.42249 -0.07689 0.13935 0.815 -0.456 -2.230 0.623
C -1.10015 1.07743 -0.31961 -1.101 -4.499 2.364 -0.615
C -2.46485 1.06306 -0.34034 -1.740 3.284 -2.129 -0.284
C 1.09744 -0.12356 0.00584 -3.119 5.180 2.379 0.438
C 3.04914 0.99747 0.32184 -1.596 2.294 2.333 -0.017
C 3.61778 -0.15075 -0.10866 5.031 -1.618 -0.823 -0.058
H -3.17113 -2.18877 0.50963 1.540 2.314 -0.524 0.226
H -0.47625 -2.20726 0.56380 -1.791 1.592 -0.787 0.280
H -0.68470 1.92547 -0.62262 2.349 3.230 -1.028 0.504
H -2.89064 2.05065 -0.84314 0.214 -2.345 1.452 0.193
H 3.69074 1.84779 0.83067 -1.550 -1.580 -1.487 0.290
H 4.79543 -0.26278 -0.15818 -2.576 0.328 0.113 0.310
N 1.70266 1.01962 0.41847 1.741 0.367 -0.152 -0.450
N 2.96756 -1.23241 -0.47421 0.836 0.466 -0.003 -0.696
N 1.67575 -1.14123 -0.40436 0.261 -4.989 -1.711 -0.148
F -4.51545 -0.05196 -0.04497 -1.654 0.144 -0.101 -0.287
```
Forces are in eV/Å.

The molecular weight comes out at 175.17 g mol⁻¹. The spin multiplicity is 1. As for the energy above the lowest of the compared OMol25 structures with the same formula, charge and spin: 17.4 kcal/mol. The LUMO energy comes out at -0.29 eV. The calculation puts the HOMO-LUMO gap at 8.882 eV. The SMILES is Fc1ccc(-c2nccnn2)cc1.

Record 3
Here is C9H6I2 in the gas phase in a non-equilibrium geometry from OMol25. Energies are from wB97M-V/def2-TZVPD.

Geometry as XYZ:
```
17
Properties=species:S:1:pos:R:3:forces:R:3:mulliken_charge:R:1
C -1.46077 -0.42941 1.60521 -0.216 -0.141 0.026 -0.585
C -2.17204 -0.77852 0.44992 0.047 0.014 0.307 -0.644
C -0.19494 0.10000 1.50020 0.235 0.106 -0.353 -0.467
C -1.57745 -0.67219 -0.77267 0.192 0.048 -0.195 -0.454
C 0.42900 0.27591 0.26228 -1.266 -0.612 0.090 0.832
C -0.23750 -0.20694 -0.91684 -0.357 0.032 0.818 1.133
C 1.70764 0.93838 0.19614 0.673 0.105 0.534 -0.350
C 2.43169 1.12802 1.28949 0.704 0.427 -0.866 -0.608
C 0.45017 -0.28448 -2.10861 0.200 -0.151 -1.081 -1.140
I 4.28079 1.98971 1.53260 -0.413 -0.205 0.091 0.141
I -0.32440 -1.02630 -3.89626 0.157 0.190 0.370 0.072
H -1.90931 -0.56793 2.57707 -0.053 0.046 0.086 0.377
H -3.18291 -1.15100 0.53251 -0.049 -0.021 -0.019 0.374
H 0.35182 0.40548 2.38137 -0.074 0.074 0.118 0.373
H -2.11758 -0.97238 -1.65612 -0.019 -0.048 -0.116 0.198
H 2.03233 1.28910 -0.78331 0.209 0.127 0.249 0.352
H 1.49345 -0.03745 -2.19296 0.030 0.010 -0.057 0.397
```
Forces are in eV/Å.

The molecular weight comes out at 367.95 g mol⁻¹. The spin multiplicity is 1. As for the energy above the lowest of the compared OMol25 structures with the same formula, charge and spin: 12.4 kcal/mol. The LUMO energy (alpha / beta) comes out at -1.36 / -1.17 eV. The calculation puts the HOMO-LUMO gap (alpha / beta) at 5.877 / 7.591 eV.

Record 4
Here is C9H6N2O2 in the gas phase in a non-equilibrium geometry from OMol25. Energies are from wB97M-V/def2-TZVPD.

Geometry as XYZ:
```
19
Properties=species:S:1:pos:R:3:forces:R:3:mulliken_charge:R:1
C -1.34675 -0.04257 1.65815 0.446 0.693 -0.150 0.799
C 0.66385 -1.11903 -1.05488 1.389 1.258 -0.772 -1.018
C -0.51623 -0.31626 -0.64032 -1.867 -2.052 0.234 0.623
C 1.89727 -0.64279 -1.22337 0.264 1.070 0.069 -0.191
C 1.27265 1.48734 -0.61801 -2.494 -0.443 -0.191 -0.055
C -0.17573 1.13330 -0.62437 -0.521 -0.628 -0.612 -0.148
C -2.12647 1.50412 3.61760 -0.039 2.602 1.110 -0.645
C -1.67824 0.72318 2.52712 -0.487 0.449 0.357 -0.020
C -1.12096 2.07744 -0.67370 -0.618 2.022 0.795 0.466
N -0.89897 -0.83288 0.71533 0.250 1.759 1.725 -0.369
N 2.18870 0.67109 -0.91380 0.894 2.018 0.617 -0.644
O -2.40968 1.07192 4.71158 -0.170 -0.666 0.026 -0.456
O -1.84775 3.00186 -0.61929 1.539 -2.396 -0.413 -0.377
H 0.63072 -2.11957 -1.23762 -1.044 -2.784 -0.441 0.470
H -1.49944 -0.64581 -1.11525 1.586 1.027 -0.855 0.295
H 2.85244 -1.07625 -1.56973 -1.237 -0.854 0.182 0.421
H 1.28682 2.50528 -0.31003 1.692 0.888 0.054 0.375
H -2.18070 2.68773 3.56543 0.249 -1.958 -0.842 0.210
H -1.14071 -1.74106 0.98951 0.166 -2.006 -0.893 0.263
```
Forces are in eV/Å.

The molecular weight comes out at 174.16 g mol⁻¹. The spin multiplicity is 1. As for the energy above the lowest of the compared OMol25 structures with the same formula, charge and spin: 131.6 kcal/mol. The LUMO energy comes out at -0.45 eV. The calculation puts the HOMO-LUMO gap at 8.495 eV. The SMILES is O=C=C1C=NC=C[C@H]1NC#CC=O.

Record 5
Here is C9H6N2OS3 in the gas phase in a non-equilibrium geometry from OMol25. Energies are from wB97M-V/def2-TZVPD.

Geometry as XYZ:
```
21
Properties=species:S:1:pos:R:3:forces:R:3:mulliken_charge:R:1
O 2.67868 -1.76355 0.28168 -0.788 1.865 -0.201 -0.630
S 4.78732 0.81104 -3.23118 -2.003 -0.345 1.280 -0.275
N 1.29420 -0.02711 -0.32485 0.694 1.426 -0.857 -0.324
S 2.23141 1.80506 -2.14910 -0.023 -0.731 0.265 -0.069
S -0.46344 1.88071 -0.80253 0.392 0.551 -0.726 -0.222
C 2.50455 -0.71984 -0.36416 -0.509 -3.978 1.622 0.364
C 3.47733 0.55947 -2.16036 2.904 0.047 -0.662 0.263
C 1.09950 1.06486 -1.01164 -0.465 -1.722 1.368 0.492
C -2.95549 -0.89262 1.79666 -0.374 -0.393 -0.853 -0.462
C -3.23970 -0.77511 0.43716 -0.297 0.219 -0.796 -0.377
C -1.92077 -0.17989 2.35453 0.771 0.732 -0.378 -0.453
C -2.51101 0.09955 -0.37281 0.585 0.053 0.703 -0.401
C -1.13170 0.66010 1.56023 -0.127 0.077 0.009 -0.225
C -1.44415 0.79955 0.19815 0.473 -0.406 0.831 0.361
N 3.52240 -0.46145 -1.22891 -0.598 3.129 -2.315 -0.128
H -3.54049 -1.59834 2.36212 -0.043 0.013 0.316 0.380
H -4.04096 -1.35630 -0.04531 0.383 0.272 0.498 0.328
H -1.67843 -0.25009 3.39651 -0.021 -0.179 0.356 0.379
H -2.69219 0.25188 -1.42490 -0.249 -0.232 -0.104 0.405
H -0.27621 1.19759 2.01192 -0.656 -0.360 -0.455 0.334
H 4.29913 -1.10551 -1.28322 -0.050 -0.038 0.100 0.259
```
Forces are in eV/Å.

The molecular weight comes out at 254.36 g mol⁻¹. The spin multiplicity is 1. As for the energy above the lowest of the compared OMol25 structures with the same formula, charge and spin: 0.0 kcal/mol. The LUMO energy comes out at -0.55 eV. The calculation puts the HOMO-LUMO gap at 8.700 eV. The SMILES is O=c1nc(Sc2ccccc2)sc(=S)[nH]1.